Record 1
The following is a quantum chemistry calculation of C33H42AsIrN3O3 as an isolated structure, from the Open Molecules 2025 dataset.

Properties
- Frontier orbital gap (alpha / beta): 8.6 / 5.2 eV
- LUMO level (alpha / beta): -4.95 / -8.26 eV
- Net charge: +2
- Spin multiplicity: 2
- Total energy: -109179.2741 eV

Geometry (Å):
Ir 0.69 -0.52 2.02
C 0.46 0.76 3.87
C -0.39 -0.37 4.02
C 0.44 -1.52 4.01
C 1.80 -1.11 3.84
C 1.81 0.31 3.77
H 0.13 1.79 3.83
H -1.46 -0.36 4.15
H 0.11 -2.54 4.13
H 2.66 -1.76 3.86
H 2.68 0.94 3.66
C -2.06 5.39 -1.82
O -1.66 4.02 -1.68
C -1.23 3.36 -2.78
C -1.02 3.94 -4.03
C -0.58 3.15 -5.09
C -0.36 1.79 -4.93
C -0.58 1.21 -3.69
C -0.99 2.00 -2.62
N -1.23 1.42 -1.33
C -0.27 0.91 -0.52
N 0.97 0.79 -1.07
C 2.10 0.23 -0.57
C 2.18 -0.47 0.67
C 3.43 -1.08 0.92
C 4.50 -0.95 0.07
C 4.43 -0.21 -1.12
C 3.24 0.38 -1.44
O 2.98 1.10 -2.55
C 4.03 1.27 -3.51
N -0.50 0.57 0.72
C -1.81 0.88 1.23
C -2.86 0.00 0.97
C -4.11 0.19 1.51
C -4.33 1.30 2.33
C -3.31 2.19 2.57
C -2.04 2.02 2.02
O -1.12 2.95 2.37
C -0.09 3.37 1.47
H -2.41 5.70 -0.84
H -2.88 5.46 -2.54
H -1.23 6.01 -2.13
H -1.20 4.99 -4.19
H -0.43 3.61 -6.06
H -0.05 1.18 -5.76
H -0.46 0.15 -3.55
H -2.09 1.69 -0.87
H 1.07 1.21 -1.99
H 3.56 -1.67 1.82
H 5.44 -1.43 0.32
H 5.29 -0.12 -1.76
H 4.87 1.81 -3.05
H 3.61 1.87 -4.31
H 4.36 0.31 -3.89
H -2.66 -0.85 0.33
H -4.92 -0.50 1.29
H -5.31 1.47 2.77
H -3.47 3.07 3.19
H 0.24 4.34 1.85
H -0.49 3.50 0.47
H 0.75 2.68 1.48
C 0.78 -2.81 -1.75
C -0.45 -2.58 -0.88
As -0.08 -2.60 1.03
C 1.21 -4.02 1.27
C 0.70 -5.39 0.85
C -1.70 -3.24 1.92
C -2.72 -3.93 1.03
H 0.50 -2.77 -2.80
H 1.23 -3.79 -1.57
H 1.55 -2.06 -1.58
H -1.20 -3.35 -1.07
H -0.93 -1.62 -1.11
H 1.48 -4.01 2.33
H 2.11 -3.73 0.71
H -0.15 -5.71 1.45
H 1.48 -6.14 0.97
H 0.39 -5.41 -0.20
H -2.14 -2.37 2.41
H -1.35 -3.91 2.71
H -3.13 -3.26 0.28
H -3.55 -4.29 1.63
H -2.29 -4.79 0.51

These are the Mulliken partial charges, in e, on atoms 1 to 2: 0.955 -0.295


Record 2
The following is a quantum chemistry calculation of a 9-piece molecular cluster, C33H42BF4O13 overall in a non-equilibrium geometry, from the Open Molecules 2025 dataset.

Properties
- Frontier orbital gap: 7.7 eV
- LUMO level: 2.11 eV
- Net charge: -1
- Spin multiplicity: 1
- Total energy: -73064.3554 eV
- Relative energy (zero: lowest compared OMol25 entry of this formula, charge and spin): 0.4110 eV

Geometry (Å):
B -0.11 0.05 -0.49
F -0.32 -1.30 -0.82
F 0.02 0.08 0.89
F 1.04 0.57 -1.10
F -1.27 0.90 -0.81
C -3.89 -1.47 -2.67
O -3.96 -2.55 -3.57
H -3.91 -0.52 -3.05
H -2.90 -1.53 -2.10
H -4.62 -1.43 -1.89
H -3.22 -2.59 -4.01
C -1.62 1.90 -4.00
O -0.28 2.28 -3.73
H -1.37 0.80 -4.23
H -1.89 2.76 -4.80
H -2.06 1.99 -3.02
H 0.04 2.06 -2.72
C 1.95 -3.04 0.98
O 0.78 -3.68 1.56
H 1.76 -1.99 0.83
H 2.22 -3.35 -0.03
H 3.02 -3.00 1.35
H 0.37 -3.03 2.04
C 5.72 0.57 0.95
C 4.69 0.68 0.07
C 4.66 0.09 -1.18
C 5.77 -0.91 -1.40
C 6.73 -1.15 -0.41
C 6.77 -0.36 0.84
O 7.72 -0.59 1.75
O 3.72 0.27 -2.00
H 5.69 1.29 1.84
H 3.97 1.46 0.26
H 5.67 -1.55 -2.19
H 7.21 -2.12 -0.50
H 7.58 -0.14 2.63
H 2.80 0.67 -1.63
C 1.94 0.88 5.03
C 2.44 -0.04 5.95
C 3.29 -1.05 5.57
C 3.57 -1.16 4.19
C 3.05 -0.31 3.30
C 2.15 0.69 3.69
O 1.65 1.62 2.83
O 3.82 -1.98 6.43
H 1.67 1.88 5.37
H 2.08 0.04 6.98
H 4.30 -1.85 3.78
H 3.26 -0.40 2.31
H 1.14 1.13 2.05
H 4.00 -1.73 7.32
C -5.17 4.96 -0.87
C -3.76 4.74 -0.59
C -3.23 3.46 -0.44
C -4.04 2.29 -0.64
C -5.37 2.46 -0.92
C -5.94 3.71 -1.20
O -7.28 3.93 -1.58
O -1.89 3.40 -0.19
H -5.45 5.90 -0.97
H -3.09 5.56 -0.21
H -3.73 1.20 -0.60
H -6.01 1.70 -1.08
H -7.79 3.07 -1.51
H -1.72 2.52 -0.08
C 2.57 -3.30 -4.50
C 1.50 -2.96 -3.51
C 0.23 -3.02 -3.87
C -0.16 -3.39 -5.13
C 0.86 -3.85 -6.02
C 2.25 -3.79 -5.76
O 3.17 -4.07 -6.73
O -0.74 -2.52 -2.99
H 3.52 -3.57 -4.40
H 1.74 -2.59 -2.62
H -1.06 -3.54 -5.36
H 0.64 -4.41 -6.99
H 4.02 -4.18 -6.48
H -0.57 -1.93 -2.16
C -4.88 0.77 4.11
C -3.86 -0.20 3.65
C -2.65 0.33 3.11
C -2.32 1.75 2.94
C -3.44 2.60 3.27
C -4.65 2.08 3.97
O -5.62 3.00 4.43
O -1.71 -0.59 2.83
H -5.77 0.37 4.33
H -3.97 -1.13 3.97
H -1.53 2.20 2.53
H -3.39 3.64 3.34
H -5.52 3.85 4.25
H -1.05 -0.29 2.23

These are the Mulliken partial charges, in e, on atoms 1 to 2: 0.052 -0.442


Record 3
The following is a quantum chemistry calculation of C33H42ClN3O9SbTi as an isolated structure, from the Open Molecules 2025 dataset.

Properties
- Frontier orbital gap: 7.6 eV
- LUMO level: 2.39 eV
- Net charge: -1
- Spin multiplicity: 1
- Total energy: -99978.6121 eV
- Relative energy (zero: lowest compared OMol25 entry of this formula, charge and spin): 0.0000 eV

Geometry (Å):
Ti 0.82 -0.01 1.02
O 0.82 -2.12 4.37
C 0.73 -1.27 3.53
O 0.81 -1.47 2.22
C 0.53 0.25 3.84
O 0.56 0.66 4.98
O 0.39 0.96 2.76
C -0.77 3.38 -2.71
O -2.11 3.73 -2.32
C -2.32 4.68 -1.38
C -3.46 5.47 -1.57
C -3.80 6.47 -0.68
C -3.02 6.69 0.44
C -1.92 5.89 0.67
C -1.55 4.88 -0.22
N -0.41 4.10 0.07
C -0.44 2.73 0.27
N -1.67 2.20 0.33
C -2.08 0.84 0.30
C -1.23 -0.23 0.51
C -1.82 -1.50 0.47
C -3.17 -1.69 0.24
C -4.00 -0.59 0.03
C -3.45 0.67 0.07
O -4.17 1.84 -0.10
C -5.54 1.72 -0.39
N 0.66 2.05 0.36
C 1.90 2.74 0.18
C 2.66 2.53 -0.96
C 3.91 3.10 -1.09
C 4.42 3.91 -0.08
C 3.65 4.16 1.05
C 2.39 3.59 1.18
O 1.58 3.90 2.23
C 2.01 3.40 3.51
H -0.84 3.14 -3.77
H -0.41 2.50 -2.18
H -0.09 4.22 -2.57
H -4.04 5.28 -2.47
H -4.68 7.07 -0.87
H -3.28 7.47 1.15
H -1.32 6.02 1.56
H 0.32 4.57 0.57
H -2.43 2.85 0.31
H -1.19 -2.37 0.65
H -3.58 -2.69 0.22
H -5.06 -0.74 -0.15
H -5.92 2.73 -0.51
H -6.08 1.23 0.43
H -5.71 1.16 -1.31
H 2.25 1.87 -1.72
H 4.50 2.91 -1.98
H 5.40 4.35 -0.18
H 4.02 4.81 1.83
H 1.14 3.41 4.16
H 2.81 4.02 3.91
H 2.35 2.37 3.41
C 1.46 -7.28 2.01
C 0.73 -6.89 0.73
Sb 0.90 -4.76 0.26
C 2.35 -5.11 -1.32
C 3.67 -5.62 -0.74
C -0.89 -4.78 -0.95
C -0.92 -5.76 -2.12
H 1.35 -8.34 2.24
H 1.10 -6.71 2.87
H 2.54 -7.08 1.93
H -0.34 -7.10 0.83
H 1.09 -7.46 -0.12
H 2.50 -4.17 -1.85
H 1.94 -5.83 -2.03
H 4.08 -4.91 -0.01
H 4.42 -5.77 -1.52
H 3.54 -6.57 -0.23
H -1.08 -3.76 -1.29
H -1.69 -5.02 -0.25
H -0.17 -5.50 -2.88
H -1.89 -5.77 -2.62
H -0.71 -6.79 -1.80
C 0.60 -2.17 -2.80
O 0.79 -1.87 -1.42
C 0.70 -0.52 -1.11
O 0.58 0.26 -2.04
H 1.37 -1.71 -3.42
H -0.37 -1.82 -3.15
H 0.66 -3.26 -2.89
Cl 3.63 0.24 1.82
C 2.78 -0.46 0.35
H 2.95 -1.53 0.38
H 3.27 -0.02 -0.51

These are the Mulliken partial charges, in e, on atoms 1 to 2: -1.075 -0.659


Copy entry 2 word for word.
The following is a quantum chemistry calculation of a 9-piece molecular cluster, C33H42BF4O13 overall in a non-equilibrium geometry, from the Open Molecules 2025 dataset.

Properties
- Frontier orbital gap: 7.7 eV
- LUMO level: 2.11 eV
- Net charge: -1
- Spin multiplicity: 1
- Total energy: -73064.3554 eV
- Relative energy (zero: lowest compared OMol25 entry of this formula, charge and spin): 0.4110 eV

Geometry (Å):
B -0.11 0.05 -0.49
F -0.32 -1.30 -0.82
F 0.02 0.08 0.89
F 1.04 0.57 -1.10
F -1.27 0.90 -0.81
C -3.89 -1.47 -2.67
O -3.96 -2.55 -3.57
H -3.91 -0.52 -3.05
H -2.90 -1.53 -2.10
H -4.62 -1.43 -1.89
H -3.22 -2.59 -4.01
C -1.62 1.90 -4.00
O -0.28 2.28 -3.73
H -1.37 0.80 -4.23
H -1.89 2.76 -4.80
H -2.06 1.99 -3.02
H 0.04 2.06 -2.72
C 1.95 -3.04 0.98
O 0.78 -3.68 1.56
H 1.76 -1.99 0.83
H 2.22 -3.35 -0.03
H 3.02 -3.00 1.35
H 0.37 -3.03 2.04
C 5.72 0.57 0.95
C 4.69 0.68 0.07
C 4.66 0.09 -1.18
C 5.77 -0.91 -1.40
C 6.73 -1.15 -0.41
C 6.77 -0.36 0.84
O 7.72 -0.59 1.75
O 3.72 0.27 -2.00
H 5.69 1.29 1.84
H 3.97 1.46 0.26
H 5.67 -1.55 -2.19
H 7.21 -2.12 -0.50
H 7.58 -0.14 2.63
H 2.80 0.67 -1.63
C 1.94 0.88 5.03
C 2.44 -0.04 5.95
C 3.29 -1.05 5.57
C 3.57 -1.16 4.19
C 3.05 -0.31 3.30
C 2.15 0.69 3.69
O 1.65 1.62 2.83
O 3.82 -1.98 6.43
H 1.67 1.88 5.37
H 2.08 0.04 6.98
H 4.30 -1.85 3.78
H 3.26 -0.40 2.31
H 1.14 1.13 2.05
H 4.00 -1.73 7.32
C -5.17 4.96 -0.87
C -3.76 4.74 -0.59
C -3.23 3.46 -0.44
C -4.04 2.29 -0.64
C -5.37 2.46 -0.92
C -5.94 3.71 -1.20
O -7.28 3.93 -1.58
O -1.89 3.40 -0.19
H -5.45 5.90 -0.97
H -3.09 5.56 -0.21
H -3.73 1.20 -0.60
H -6.01 1.70 -1.08
H -7.79 3.07 -1.51
H -1.72 2.52 -0.08
C 2.57 -3.30 -4.50
C 1.50 -2.96 -3.51
C 0.23 -3.02 -3.87
C -0.16 -3.39 -5.13
C 0.86 -3.85 -6.02
C 2.25 -3.79 -5.76
O 3.17 -4.07 -6.73
O -0.74 -2.52 -2.99
H 3.52 -3.57 -4.40
H 1.74 -2.59 -2.62
H -1.06 -3.54 -5.36
H 0.64 -4.41 -6.99
H 4.02 -4.18 -6.48
H -0.57 -1.93 -2.16
C -4.88 0.77 4.11
C -3.86 -0.20 3.65
C -2.65 0.33 3.11
C -2.32 1.75 2.94
C -3.44 2.60 3.27
C -4.65 2.08 3.97
O -5.62 3.00 4.43
O -1.71 -0.59 2.83
H -5.77 0.37 4.33
H -3.97 -1.13 3.97
H -1.53 2.20 2.53
H -3.39 3.64 3.34
H -5.52 3.85 4.25
H -1.05 -0.29 2.23

These are the Mulliken partial charges, in e, on atoms 1 to 2: 0.052 -0.442


- Which value of spin multiplicity does entry 3 give?
  1